No. 1
{"formula": "C10H17CdNO2", "method": "ωB97M-V/def2-TZVPD", "elements": ["Cd", "O", "O", "N", "C", "C", "C", "C", "C", "C", "C", "C", "C", "C", "H", "H", "H", "H", "H", "H", "H", "H", "H", "H", "H", "H", "H", "H", "H", "H", "H"], "coordinates": [[-0.44207, -1.23513, 0.86446], [1.21359, 0.05179, 1.79227], [2.80462, 0.34095, 0.16769], [1.45327, -2.53005, 1.12028], [0.39389, 2.21364, -0.92167], [-0.05544, -0.39764, -1.88103], [-1.49713, -1.07551, -1.71203], [-1.69744, 1.70694, 0.63683], [-0.25413, 0.75941, -1.00585], [-0.32549, 2.47733, 0.46520], [-1.79580, 0.15418, 0.70910], [2.22067, -0.28693, 1.05726], [2.66965, -1.71820, 1.32842], [-1.99998, -0.89710, -0.26891], [0.10875, -0.08895, -2.92206], [3.46377, -2.00341, 0.63491], [-1.23973, 1.13826, -1.38104], [0.35800, 2.12141, 1.24833], [-2.38338, -0.06237, 1.62637], [-2.10135, 2.05092, 1.59617], [-1.44989, -2.14207, -1.97252], [-2.82240, -1.58507, -0.02795], [1.46796, 2.06604, -0.72968], [-0.48852, 3.55224, 0.60454], [0.76128, -1.07623, -1.58336], [-2.39371, 2.08162, -0.12688], [2.99219, -1.77700, 2.37545], [1.61341, -3.20923, 0.37721], [0.32948, 3.04465, -1.60297], [-2.18354, -0.60250, -2.43505], [1.27947, -3.07200, 1.96648]], "forces_ev_per_a": [[6.94, -3.18, 2.80], [0.51, -0.11, -0.52], [-0.52, -0.11, 0.81], [-0.29, -1.33, 0.34], [0.96, -3.17, 3.42], [-0.86, -1.27, 0.19], [0.87, 0.23, -0.27], [-0.19, 0.78, 0.49], [-0.07, 4.43, -3.93], [0.22, -0.05, -0.05], [-3.28, 4.52, -0.16], [0.53, 0.65, -0.18], [0.10, 0.52, 0.00], [-3.55, -1.24, -2.32], [0.04, -0.20, 0.12], [-0.11, -0.05, 0.22], [0.38, -0.78, 0.61], [-0.29, 0.14, -0.20], [0.34, -0.17, -0.30], [0.00, 0.11, -0.03], [-0.24, 0.17, 0.16], [0.04, 0.34, -0.20], [-0.28, 0.34, 0.09], [-0.22, -0.13, 0.15], [-0.05, 0.02, -0.14], [-0.08, -0.13, 0.10], [0.03, -0.15, -0.33], [-0.14, 0.12, 0.19], [-0.99, -0.29, -0.97], [0.23, 0.07, 0.21], [-0.03, -0.08, -0.31]], "homo_lumo_gap_ev": [7.3366, 5.9630], "e_above_lowest_kcal_mol": 68.9, "e_homo_ev": [-7.5, -6.0], "e_tot_ev": -20787.2930}

No. 2
{"formula": "C10H17Cl6F3O2", "method": "ωB97M-V/def2-TZVPD", "elements": ["Cl", "Cl", "Cl", "Cl", "Cl", "Cl", "F", "F", "F", "O", "O", "C", "C", "C", "C", "C", "C", "C", "C", "C", "C", "H", "H", "H", "H", "H", "H", "H", "H", "H", "H", "H", "H", "H", "H", "H", "H", "H"], "coordinates": [[0.87328, 6.99825, -3.09465], [-0.66524, 8.20985, -0.05426], [3.42330, 0.22586, -2.18980], [-1.18293, -0.28369, -0.63011], [6.37939, -1.09574, -4.98386], [-0.77880, 2.86580, -1.31428], [-3.50066, -7.25469, 4.52122], [-4.62700, -5.85856, 3.27787], [-3.22483, -7.38356, 2.46355], [-1.12569, -5.85047, 3.63761], [-2.57450, -4.21911, 3.31417], [5.08761, 0.00696, -4.28131], [-0.55130, 6.54362, -0.70042], [-2.28276, -5.50011, 3.50772], [-0.05632, 0.73120, 0.29678], [-0.56379, 6.48181, -2.24295], [-2.14922, -2.10054, 2.55448], [4.00663, -0.81550, -3.52571], [-1.62518, -3.18675, 3.38395], [0.52267, 1.86799, -0.58017], [-3.48333, -6.50449, 3.46786], [-1.39218, -1.34910, 2.33016], [0.33113, 6.03899, -0.30704], [1.20568, 1.51538, -1.35299], [4.47269, -1.72117, -3.13758], [-0.76635, -3.60031, 2.85529], [-0.74460, 5.43581, -2.49052], [5.64046, 0.60752, -3.55896], [-2.38934, -2.44929, 1.55008], [1.13062, 2.45273, 0.11018], [0.71551, 0.04108, 0.63753], [-1.40408, 7.02988, -2.66912], [-0.61519, 1.09264, 1.15999], [-1.41787, 6.05489, -0.25510], [4.63805, 0.68680, -5.00505], [3.18232, -1.03129, -4.20546], [-1.45703, -2.95458, 4.43558], [-3.03133, -1.72794, 3.07520]], "forces_ev_per_a": [[0.58, 0.22, 0.11], [0.32, -0.01, -0.13], [-0.14, -0.31, -0.06], [-0.21, -0.26, -0.17], [-1.01, 0.63, 0.01], [0.53, -0.18, 0.30], [-0.52, -0.25, 1.88], [-0.12, -0.52, 0.02], [-0.57, 0.81, -0.34], [-1.59, -0.61, 0.16], [-3.26, -1.47, 0.35], [0.36, -0.47, 0.83], [0.08, 0.16, -0.51], [2.84, 0.92, -0.05], [-0.01, 0.15, -0.70], [-1.33, -0.62, 0.82], [-0.60, 1.08, -0.50], [1.00, 0.59, -0.91], [1.75, -1.37, -0.70], [-0.03, -0.62, 1.04], [1.56, 0.51, -1.67], [-0.09, 0.30, 0.63], [0.09, 0.32, -0.01], [-0.49, -0.13, -0.11], [-0.35, 0.14, 0.19], [0.69, 0.16, 0.73], [0.21, -0.02, -0.06], [-0.09, -0.07, -0.10], [-0.37, -0.27, 0.18], [-0.19, 0.49, -0.16], [0.22, 0.34, -0.04], [0.08, 0.17, 0.26], [0.14, 0.24, -0.16], [-0.02, -0.20, -0.51], [0.28, -0.38, -0.30], [-0.02, -0.15, 0.35], [0.31, 0.10, -0.15], [-0.05, 0.61, -0.53]], "homo_lumo_gap_ev": 11.0527, "e_above_lowest_kcal_mol": 25.1, "smiles": "CCOC(=O)C(F)(F)F.ClCCCl.ClCCCl.ClCCCl", "e_homo_ev": -10.7, "e_tot_ev": -98027.8163}

No. 3
{"formula": "C10H17ClN3O", "method": "ωB97M-V/def2-TZVPD", "elements": ["Cl", "O", "N", "N", "N", "C", "C", "C", "C", "C", "C", "C", "C", "C", "C", "H", "H", "H", "H", "H", "H", "H", "H", "H", "H", "H", "H", "H", "H", "H", "H", "H"], "coordinates": [[0.86685, -3.05954, -2.24958], [-0.48418, -0.51351, 0.98532], [0.74965, -0.27593, 0.54847], [-0.96263, 1.48582, 2.82329], [1.91837, 1.36418, -4.23806], [2.46110, 0.11225, -1.18629], [-2.30338, -0.55391, 2.80574], [0.77120, -1.46093, -2.94589], [1.96261, 0.29502, -3.85087], [-1.86330, 0.72054, 2.22919], [1.13105, -0.30034, -0.71276], [-2.37721, 1.22001, 0.93475], [0.21462, -0.55726, -1.83068], [3.07170, -0.93861, -2.06740], [2.13047, -1.03730, -3.34677], [4.14453, -0.54317, -2.45598], [-0.92410, 2.49607, 2.68701], [2.94896, 0.43238, -0.31495], [-0.48058, 1.17012, 3.63728], [0.09019, -1.68636, -3.91059], [-3.30718, -0.54617, 2.77744], [2.72974, -1.80740, -4.03243], [3.08695, -1.82694, -1.57815], [-3.30894, 1.59261, 0.91782], [-2.03964, -0.82433, 3.80713], [-2.06626, -1.41683, 2.01162], [-2.40771, 0.47931, 0.21305], [1.32881, -0.03348, 1.41361], [2.25186, 1.08649, -1.73809], [-0.82294, -0.78391, -1.52698], [-1.90579, 2.15692, 0.59841], [-0.10517, 0.36465, -2.26983]], "forces_ev_per_a": [[0.10, -1.59, 0.59], [1.21, -0.60, -0.99], [-0.41, 0.20, 0.37], [-1.07, 0.52, 0.42], [-0.34, 1.23, -0.34], [-0.95, 1.68, 0.31], [2.57, -2.00, -2.37], [-2.42, -1.53, -1.20], [1.07, -0.46, -1.20], [1.94, 0.44, -0.37], [-0.64, 0.26, 1.33], [1.85, 1.59, 0.75], [-2.91, -0.27, -0.51], [1.72, 4.24, -3.22], [3.09, -1.68, 0.07], [-2.43, -1.27, 1.07], [0.15, -0.55, -0.54], [1.73, 0.11, 1.06], [-0.03, -0.29, 0.65], [1.23, 1.40, 2.34], [-3.95, 0.19, -0.02], [-1.84, 1.86, 0.89], [0.55, -2.76, 1.16], [-4.08, 0.85, 0.93], [0.80, 0.11, 0.39], [-0.18, 1.84, 1.91], [0.45, -1.45, -1.34], [0.04, -0.33, -2.27], [0.47, -1.15, 0.40], [0.70, -1.17, 0.27], [0.85, -0.76, -0.02], [0.74, 1.35, -0.52]], "homo_lumo_gap_ev": 8.7654, "e_above_lowest_kcal_mol": 31.5, "total_charge": 1, "e_homo_ev": -12.4, "e_tot_ev": -29675.4027}

No. 4
{"formula": "C10H17F3O", "method": "ωB97M-V/def2-TZVPD", "elements": ["F", "F", "F", "O", "C", "C", "C", "C", "C", "C", "C", "C", "C", "C", "H", "H", "H", "H", "H", "H", "H", "H", "H", "H", "H", "H", "H", "H", "H", "H", "H"], "coordinates": [[-3.97775, 1.51210, -1.21184], [-2.03074, 1.58102, -0.28161], [-3.75662, 0.98846, 0.92608], [-2.81676, -0.94228, -1.74773], [0.04142, -1.19498, 0.72458], [2.81306, -0.14623, -0.49233], [0.30281, -0.56903, -0.62178], [-3.23046, 0.90138, -0.32430], [-2.88669, -0.57663, -0.60515], [2.64680, 1.41484, -0.49824], [1.69494, -0.84372, -1.20090], [-2.50898, -1.38462, 0.60635], [-1.27605, -0.81710, 1.34044], [1.85698, 1.98952, 0.69087], [1.00806, 1.30895, 1.02623], [0.07538, 0.52417, -0.49990], [2.50222, 2.11122, 1.54057], [0.84127, -0.99095, 1.46606], [-0.45533, -1.00536, -1.31815], [2.88414, -0.47498, 0.53141], [2.10838, 1.67345, -1.42311], [1.82155, -1.92105, -1.24963], [1.48355, 2.95628, 0.48875], [0.02607, -2.32035, 0.57205], [-1.26772, 0.31293, 1.46679], [-3.38335, -1.42453, 1.27670], [-2.30905, -2.43494, 0.23730], [3.61826, 1.93081, -0.56946], [-1.31540, -1.25424, 2.32229], [1.71706, -0.45304, -2.24071], [3.77294, -0.45110, -0.93162]], "forces_ev_per_a": [[-0.42, -0.18, 0.09], [-0.86, -0.18, -0.11], [-0.25, 0.43, -0.76], [-0.36, 0.04, 0.22], [0.69, -1.95, 0.13], [0.84, 1.03, 0.39], [-0.80, 0.53, -0.50], [1.33, 0.31, 1.03], [0.26, -0.14, -0.59], [-0.21, -0.41, -0.40], [-0.91, 0.65, -0.84], [-0.12, -0.72, -0.53], [-0.19, 1.11, 0.31], [-0.30, -1.98, 0.40], [1.06, 1.01, -0.47], [0.35, -0.94, -0.65], [0.40, -0.11, 0.57], [-0.29, -0.02, -0.45], [0.63, 0.56, 0.34], [-0.01, -0.16, 0.63], [0.16, -0.03, 0.11], [0.25, -0.22, 0.00], [-0.64, 1.05, -0.40], [0.24, 0.99, 0.31], [-0.47, -1.38, -0.07], [0.35, 0.08, -0.16], [-0.13, 1.12, 0.43], [-0.26, -0.29, 0.10], [0.01, 0.00, 0.61], [-0.17, -0.43, 0.35], [-0.19, 0.26, -0.10]], "homo_lumo_gap_ev": 11.0267, "e_above_lowest_kcal_mol": 11.5, "smiles": "CCCCCCCCC(=O)C(F)(F)F", "e_homo_ev": -10.5, "e_tot_ev": -20845.6329}

No. 5
{"formula": "C10H17FO5", "method": "ωB97M-V/def2-TZVPD", "elements": ["F", "O", "O", "O", "O", "O", "C", "C", "C", "C", "C", "C", "C", "C", "C", "C", "H", "H", "H", "H", "H", "H", "H", "H", "H", "H", "H", "H", "H", "H", "H", "H", "H"], "coordinates": [[0.67610, -3.55240, -0.75117], [-0.70794, -3.76230, 1.04708], [-0.19860, 0.44403, -0.39656], [-0.37821, -0.87774, 1.53000], [-0.66411, -0.24196, 3.74414], [-2.23463, 0.23207, 0.67734], [-1.34049, -1.85856, -0.50359], [0.88154, -0.20615, -1.12244], [-0.46738, -3.11264, 0.02419], [3.31205, 0.44836, -0.25891], [2.08855, 0.89281, -1.20095], [2.87901, 0.09464, 1.25830], [-2.66006, 2.38562, -0.67482], [-0.55919, 0.11247, 2.53677], [-2.91380, 0.81400, -0.46448], [-1.05087, -0.49110, 0.28795], [3.82519, -0.11115, 1.88269], [4.12706, 1.26522, -0.16726], [1.63245, 1.91210, -0.89092], [2.28452, -0.90013, 1.28249], [-2.27148, 2.93673, 0.24765], [-1.81867, 2.47526, -1.46756], [-4.04860, 0.68708, -0.26634], [1.31279, -1.13350, -0.61720], [-0.56725, 1.23869, 2.34373], [2.18567, 0.87553, 1.72810], [0.49800, -0.42388, -2.18554], [-1.31071, -1.75761, -1.64873], [2.40195, 1.03720, -2.30449], [-2.43494, -2.14604, -0.25817], [3.82113, -0.44321, -0.79585], [-3.58399, 2.87167, -1.15308], [-2.71505, 0.29491, -1.46237]], "forces_ev_per_a": [[-2.37, 1.47, 0.99], [0.85, 2.84, -4.47], [-0.63, -2.12, 0.31], [-1.74, 2.22, 0.15], [0.60, 1.15, -5.22], [1.35, -1.04, -1.94], [-0.69, -0.97, -0.23], [1.44, 1.23, -1.03], [-0.25, -2.19, 2.95], [0.24, 0.32, 0.04], [-0.58, 0.09, 0.02], [-0.10, -1.25, -0.56], [1.14, -0.39, -1.16], [-0.12, -1.38, 4.73], [-2.04, 1.20, -0.50], [0.89, 0.77, 0.61], [-1.55, 0.63, -0.85], [-1.44, -1.13, -0.48], [0.77, -1.70, -0.29], [0.94, 1.63, -0.02], [-0.94, -0.90, -1.15], [-1.28, 0.01, 1.36], [1.91, 0.01, -0.12], [-0.98, 1.15, -0.63], [0.08, -1.73, -0.72], [1.29, -0.89, -0.68], [0.67, 0.05, 1.60], [0.36, -0.04, 1.88], [-0.27, -0.43, 1.82], [1.91, 0.38, -0.16], [-0.80, 1.25, 1.18], [1.29, -0.68, 1.04], [0.03, 0.43, 1.54]], "homo_lumo_gap_ev": 10.9444, "smiles": "CCCCO[C@@](CC(=O)F)(OC=O)OCC", "e_homo_ev": -10.5, "e_tot_ev": -23597.4555}

No. 6
{"formula": "C10H17N", "method": "ωB97M-V/def2-TZVPD", "elements": ["N", "C", "C", "C", "C", "C", "C", "C", "C", "C", "C", "H", "H", "H", "H", "H", "H", "H", "H", "H", "H", "H", "H", "H", "H", "H", "H", "H"], "coordinates": [[-0.64511, -1.60357, -1.60121], [-0.88045, 2.34630, -0.67879], [-2.96871, -0.59817, -1.63015], [-1.50388, -0.75231, -1.39047], [-0.39249, -0.51188, 2.38827], [1.13927, 0.66743, -0.70330], [-0.20443, 1.04597, -0.58660], [0.97978, -0.05978, 1.88054], [1.97162, -1.29924, 1.97784], [2.38655, 0.72301, -1.54460], [0.65685, 0.44316, 0.51891], [-0.55937, -0.58965, 3.48728], [-3.30370, -1.27006, -2.48301], [-3.19914, 0.50604, -1.70886], [2.80992, -1.18231, 2.70590], [2.23492, -1.51202, 0.97563], [3.24511, 0.93332, -0.96900], [1.22134, 0.78913, 2.51075], [-1.75014, 2.50140, 0.00050], [-1.14852, 2.42235, -1.80164], [-3.55347, -1.19814, -0.87743], [2.52305, -0.18822, -2.08684], [-0.65731, -1.52915, 2.01465], [-0.02469, 3.05427, -0.47184], [-0.90083, -2.53756, -1.90731], [-1.13296, 0.20404, 2.14255], [2.18901, 1.42772, -2.49395], [1.46780, -2.23210, 2.33220]], "forces_ev_per_a": [[1.05, -0.97, 0.34], [0.43, 0.84, -1.71], [-0.72, -1.42, -0.27], [1.05, 3.53, 0.78], [-0.59, -1.50, 1.60], [1.83, -0.42, 0.63], [-2.18, -3.57, 1.72], [-1.50, -1.34, 0.85], [-0.77, 0.53, 1.23], [-2.63, 1.19, -2.76], [1.15, 0.78, -2.98], [0.93, -0.06, -0.37], [0.53, 1.37, 0.02], [-0.31, -1.60, 0.05], [-0.39, 0.30, -1.01], [1.07, -0.28, -0.89], [0.95, 0.54, 0.42], [0.68, 0.15, 0.03], [0.70, -0.16, -0.65], [0.01, 0.45, 1.87], [0.53, 1.36, 0.20], [0.15, -1.02, 0.06], [0.05, 0.91, -0.15], [-1.24, 0.01, -0.12], [-0.47, -0.24, -0.35], [-0.91, 0.56, -0.78], [0.73, -0.89, 2.43], [-0.09, 0.94, -0.21]], "homo_lumo_gap_ev": [7.3757, 7.3747], "e_above_lowest_kcal_mol": 174.3, "e_homo_ev": [-6.4, -6.4], "e_tot_ev": -12129.4626}